A molecular structure, C7H10CrN3O4S5 in a non-equilibrium geometry, computed with the ωB97M-V functional and the def2-TZVPD basis.

F_max	1.55	eV/Å
energy	-102684.0848	eV
orbital gap (alpha / beta)	6.8560 / 6.7205	eV

The geometry in ORCA input format:
```
! wB97M-V def2-TZVPD RIJCOSX def2/J DEFGRID3
* xyz -1 5
Cr -0.0193 -0.0201 -0.2025
N 2.1050 0.0665 -0.1280
C 2.5796 1.4611 -0.0595
C 1.3615 2.4508 -0.1107
O 1.5852 3.6450 -0.0229
O 0.2382 1.8874 -0.2645
H 2.2304 -0.3836 0.7815
H 2.6304 -0.4681 -0.8191
H 3.2342 1.6988 -0.9036
H 3.1346 1.6567 0.8636
N -2.1587 -0.1384 -0.1198
N -2.4900 -1.5128 -0.2688
C -1.4095 -2.4595 -0.1452
O -1.7176 -3.6235 0.0068
O -0.2620 -1.9496 -0.2737
H -2.3515 0.2186 0.8257
H -2.6943 0.4177 -0.7937
H -3.3379 -1.8133 0.2051
C 2.2704 -2.4514 3.9793
S 0.6067 -2.7152 4.6748
C 0.1791 -1.0669 5.1030
C -0.0260 -0.0553 4.2173
S 0.2461 -0.1348 2.5537
S -0.5101 1.4854 4.9958
C -0.4753 0.9409 6.6478
S -0.8189 1.9143 7.9238
S -0.0328 -0.7232 6.8156
H 2.6914 -3.4346 3.8056
H 2.8770 -1.8970 4.6887
H 2.1679 -1.9092 3.0442
*
```

2 unconnected molecules or ions with the total composition C8H19NO in a non-equilibrium geometry, computed with the ωB97M-V functional and the def2-TZVPD basis.

F_max	7.64	eV/Å
energy	-12135.6251	eV
SMILES string	CNC(C)=O.CCCCC
orbital gap	10.0838	eV

The geometry in ORCA input format:
```
! wB97M-V def2-TZVPD RIJCOSX def2/J DEFGRID3
* xyz 0 1
C 3.3756 1.5016 0.8704
N 2.5154 0.2842 0.6842
C 2.5639 -0.5315 -0.4785
C 1.3058 -1.2993 -0.6234
O 3.5272 -0.7341 -1.1319
H 4.1798 1.7639 -0.0037
H 2.5659 2.3959 0.9756
H 3.8574 1.6925 1.8694
H 1.8119 0.1700 1.3932
H 0.5682 -0.9127 0.0307
H 1.2795 -2.5406 -0.5621
H 0.6419 -0.9059 -1.6353
C -1.7288 2.5351 -0.6865
C -1.9855 1.2182 0.0853
C -1.5234 -0.0530 -0.2964
C -1.9038 -1.2682 0.5495
C -1.0883 -2.6529 0.3558
H -0.5698 2.7207 -1.0035
H -2.2323 2.5781 -1.7408
H -2.4434 3.3579 -0.0823
H -3.0443 1.2250 -0.3782
H -1.9765 1.3771 1.1162
H -1.9408 -0.1768 -1.3485
H -0.2791 0.0317 -0.7238
H -2.9086 -1.6141 0.3640
H -1.8748 -0.8230 1.6450
H -0.0108 -2.9851 0.9105
H -1.8485 -3.5390 0.6638
H -0.8339 -2.8155 -0.8186
*
```

A molecular structure, C51H48As2IrN4S2 in a non-equilibrium geometry, computed with the ωB97M-V functional and the def2-TZVPD basis.

F_max	3.21	eV/Å
energy	-205776.2022	eV
orbital gap (alpha / beta)	4.7643 / 3.7290	eV

The geometry in ORCA input format:
```
! wB97M-V def2-TZVPD RIJCOSX def2/J DEFGRID3
* xyz 4 2
Ir 0.0169 -0.1713 -0.0073
C -1.4328 -2.6946 1.9241
C -1.3472 -1.5787 2.9098
As 0.2680 -0.6872 2.3915
C 1.6397 -1.9484 2.8101
C 2.5904 -2.3979 1.8986
C 3.5671 -3.2965 2.3153
C 3.5756 -3.7517 3.6266
C 2.6129 -3.3099 4.5300
C 1.6425 -2.4033 4.1286
C 0.4239 0.6881 3.6995
C 1.6550 0.9232 4.3059
C 1.7107 1.7344 5.4316
C 0.5534 2.3231 5.9274
C -0.6689 2.1202 5.2930
C -0.7370 1.3160 4.1634
As -1.8854 -1.6325 0.3480
C -2.4288 -3.0079 -0.9369
C -3.5758 -2.8204 -1.7086
C -4.1222 -3.9043 -2.5456
C -3.4772 -5.1117 -2.6374
C -2.3213 -5.2920 -1.8990
C -1.7781 -4.2128 -1.0545
C -3.6118 -0.9910 0.8467
C -4.5270 -1.8162 1.5127
C -5.7785 -1.3216 1.8441
C -6.1213 -0.0109 1.5159
C -5.2177 0.8025 0.8433
C -3.9586 0.3103 0.5110
H -2.2026 -3.4384 2.1212
H -0.4889 -3.2275 1.8255
H -1.2785 -1.8338 3.9623
H -2.2064 -0.9229 2.7972
H 2.5806 -2.0547 0.8763
H 4.3232 -3.6350 1.6158
H 4.3368 -4.4507 3.9523
H 2.6210 -3.6649 5.5534
H 0.9201 -2.0437 4.8503
H 2.5587 0.4663 3.9264
H 2.6602 1.8983 5.9287
H 0.6048 2.9550 6.8063
H -1.5698 2.5778 5.6865
H -1.6911 1.1712 3.6682
H -4.0989 -1.8711 -1.6806
H -5.0490 -3.7389 -3.0872
H -3.8543 -5.8958 -3.2812
H -1.8014 -6.2444 -1.9339
H -0.8554 -4.3962 -0.5169
H -4.2822 -2.8428 1.7606
H -6.4923 -1.9588 2.3530
H -7.1017 0.3687 1.7782
H -5.4898 1.8168 0.5690
H -3.2653 0.9311 -0.0224
S 0.0982 -0.9976 -2.2139
C 1.6397 -0.5018 -2.8121
N 1.9232 -0.3713 -4.0447
C 3.3127 0.0031 -4.4302
C 4.2708 -0.7133 -3.5368
N 3.9409 -0.3690 -2.1234
C 5.0899 -0.3306 -1.1634
C 5.8084 -1.6576 -1.1678
C 7.1882 -1.6817 -1.2575
C 7.8614 -2.8987 -1.2746
C 7.1543 -4.0846 -1.2101
C 5.7689 -4.0631 -1.1137
C 5.0971 -2.8487 -1.0905
C 2.7176 -0.2414 -1.7870
S 2.2558 0.2691 -0.2150
C 0.9453 -0.5334 -5.1815
C 1.2464 -1.7849 -5.9579
C 1.9856 -1.7122 -7.1332
C 2.2457 -2.8623 -7.8632
C 1.7656 -4.0817 -7.4226
C 1.0155 -4.1562 -6.2551
C 0.7621 -3.0107 -5.5190
H 3.4134 1.0860 -4.3607
H 3.4761 -0.2945 -5.4603
H 5.2932 -0.4066 -3.7392
H 4.2149 -1.7912 -3.6680
H 4.7171 -0.0763 -0.1792
H 5.7551 0.4706 -1.4824
H 7.7513 -0.7534 -1.3135
H 8.9422 -2.9134 -1.3484
H 7.6809 -5.0312 -1.2390
H 5.2155 -4.9937 -1.0589
H 4.0068 -2.8380 -1.0186
H 1.0547 0.3478 -5.8127
H -0.0556 -0.5451 -4.7704
H 2.3363 -0.7517 -7.5072
H 2.8131 -2.8006 -8.7835
H 1.9687 -4.9793 -7.9944
H 0.6192 -5.1098 -5.9282
H 0.1687 -3.0692 -4.6079
N -1.8614 3.3914 0.8258
C -1.1172 2.3243 1.0690
N -1.1152 1.5012 0.0288
C -1.9176 2.0899 -0.9819
C -2.2700 1.6886 -2.2684
C -3.1161 2.5127 -2.9781
C -3.5993 3.7213 -2.4365
C -3.2459 4.1268 -1.1736
C -2.3949 3.2842 -0.4649
H -2.0002 4.1584 1.4669
H -0.5807 2.1643 1.9957
H -1.8904 0.7748 -2.7023
H -3.4153 2.2316 -3.9803
H -4.2567 4.3449 -3.0290
H -3.6120 5.0571 -0.7523
*
```

A single H2P4 molecule in a non-equilibrium geometry, computed with the ωB97M-V functional and the def2-TZVPD basis.

F_max	2.08	eV/Å
energy	-37186.0561	eV
orbital gap	7.9110	eV

The geometry in ORCA input format:
```
! wB97M-V def2-TZVPD RIJCOSX def2/J DEFGRID3
* xyz 0 1
P 0.8162 0.3316 -1.7600
P 1.9332 -0.3526 -0.1195
P -1.0447 0.0375 -0.5949
P 0.1955 0.0800 1.1723
H -1.7187 1.2436 -0.1345
H -0.1815 -1.3401 1.4365
*
```

The highest F_max belongs to which entry?
C8H19NO